C6H11NO | ωB97M-V with the def2-TZVPD basis set

CARTESIAN COORDINATES (ANGSTROEM)
O 2.29 -1.46 0.18
N 1.64 0.06 -1.35
C -0.66 -1.07 0.70
C -1.17 -1.33 -0.51
C 0.34 0.00 1.09
C -0.45 1.16 1.15
C -1.22 1.80 0.05
C 1.82 -0.24 -0.05
H 0.84 -0.25 2.02
H 1.28 0.98 -1.56
H -1.82 2.62 0.45
H 1.29 -0.68 -1.97
H -0.39 1.71 2.08
H -1.76 -2.22 -0.67
H -1.04 -0.67 -1.36
H 2.37 -1.99 -0.64
H -0.85 -1.76 1.52
H -0.58 2.22 -0.74
H -1.94 1.10 -0.41

## Properties
* energy relative to the best compared isomer or geometry (same formula, charge and spin): 512.1 kJ/mol
* LUMO level (alpha / beta): 0.48 / 0.45 eV
* calculated total energy: -9933.147 eV
* frontier orbital gap (alpha / beta): 7.12 / 7.35 eV
* E_HOMO (alpha / beta): -0.2441 / -0.2536 Ha


C31H74N2O14P | ωB97M-V with the def2-TZVPD basis set

CARTESIAN COORDINATES (ANGSTROEM)
P 3.50 7.92 2.87
O 2.85 3.00 -7.61
O 1.34 -8.51 3.76
O -0.48 -11.13 -1.70
O -1.00 -10.85 1.18
O 2.47 5.45 -0.78
O -3.47 2.94 -3.91
O 3.16 8.77 4.16
O 2.84 3.76 -4.77
O -2.39 4.01 -1.40
O 4.02 6.50 3.34
O -2.53 -2.36 2.67
O 0.53 -5.77 3.06
O -5.41 -2.87 2.33
O 4.33 8.57 1.86
N 0.76 7.99 2.72
N -0.07 5.01 2.34
C -4.64 -2.00 1.52
C -5.62 -2.40 3.64
C 0.90 2.83 1.50
C 1.52 6.59 1.13
C -0.09 -6.95 2.58
C -2.42 -3.61 3.33
C -4.20 4.14 -4.09
C 3.09 6.50 -1.52
C 3.96 3.25 -5.47
C -1.74 -10.55 -1.95
C 0.07 6.14 1.45
C 0.61 1.35 1.76
C -0.46 7.44 2.10
C 0.29 -10.95 0.60
C -1.73 -12.06 1.14
C 1.83 -5.56 2.53
C -3.57 3.57 -0.75
C 1.85 7.50 2.26
C 1.75 3.87 -7.82
C -3.20 -2.43 1.42
C 3.94 3.60 -6.94
C 2.55 5.58 0.61
C 1.82 2.80 -4.56
C -0.33 3.73 1.63
C 0.00 -8.09 3.56
C -1.77 3.00 -2.18
C 4.26 5.97 -2.33
C -2.10 3.14 -3.65
C 0.33 -10.39 -0.80
C 1.93 -8.00 4.95
C -0.60 0.80 1.00
H 3.91 4.69 -7.06
H -0.82 3.91 0.67
H -1.64 -4.22 2.86
H -0.43 6.05 0.48
H -5.98 -3.23 4.24
H -0.46 -7.81 4.52
H 1.74 -6.93 5.07
H 3.44 7.29 -0.85
H -1.36 -12.77 1.88
H -0.92 8.12 1.39
H 3.55 5.89 0.91
H 4.98 6.50 3.29
H 0.02 -9.34 -0.79
H 1.51 4.44 -6.92
H -5.26 3.89 -4.03
H 5.15 5.91 -1.70
H -1.50 1.39 1.14
H -0.55 -8.94 3.16
H -2.67 -1.76 0.73
H -3.97 4.87 -3.31
H -2.23 -10.22 -1.03
H -2.13 -3.41 4.36
H -1.69 -12.52 0.15
H 1.54 -8.54 5.82
H -6.37 -1.60 3.65
H 2.39 4.61 1.07
H 4.01 5.01 -2.75
H 1.36 -10.43 -1.17
H -0.89 5.19 2.89
H 0.63 -11.99 0.60
H -5.08 -2.01 0.52
H -4.11 4.45 -0.40
H -2.07 2.01 -1.82
H -3.31 2.95 0.11
H 3.95 9.30 4.38
H -2.36 -11.30 -2.43
H -4.70 -0.97 1.90
H 0.34 -7.24 1.62
H 0.98 -10.37 1.23
H 4.02 2.16 -5.34
H -0.82 -0.20 1.36
H 1.63 3.19 2.23
H 2.32 -4.81 3.14
H -3.13 -3.45 1.01
H -0.38 0.79 -0.07
H 4.86 3.69 -5.01
H 1.38 7.31 0.31
H 2.11 2.11 -3.76
H 0.54 1.17 2.83
H 1.48 0.79 1.41
H -2.77 -11.82 1.37
H -3.99 4.58 -5.07
H 4.48 6.69 -3.11
H 2.42 -6.48 2.55
H 0.73 8.67 3.48
H -4.22 3.01 -1.42
H -4.69 -2.03 4.09
H -0.69 3.10 -2.05
H 0.90 3.26 -8.10
H 1.97 4.57 -8.64
H -1.64 -9.69 -2.63
H 2.35 6.94 -2.18
H 1.77 -5.20 1.50
H -1.05 3.18 2.24
H 3.00 -8.17 4.88
H 1.35 2.92 0.50
H -1.15 -6.71 2.42
H 1.61 2.23 -5.46
H 0.92 3.33 -4.26
H 4.86 3.23 -7.40
H -1.14 7.25 2.93
H -1.77 4.11 -4.02
H -3.37 -4.15 3.33
H -1.54 2.37 -4.21

## Properties
* LUMO level: -4.41 eV
* calculated total energy: -74270.254 eV
* frontier orbital gap: 5.71 eV
* E_HOMO: -0.3721 Ha
* total charge: +1


C28H88O36P8 | ωB97M-V with the def2-TZVPD basis set

CARTESIAN COORDINATES (ANGSTROEM)
P 1.66 -6.65 2.40
P -0.89 -3.98 -4.90
P -4.90 -1.19 3.48
P 0.45 2.56 8.45
P 2.40 4.02 -3.35
P -0.37 0.27 0.00
P 4.66 -0.89 -3.07
P -2.58 5.57 -2.67
O -0.94 -1.07 0.19
O -0.69 2.82 9.53
O -4.45 -0.21 4.64
O 0.33 3.93 7.64
O 1.78 2.30 9.02
O 0.15 0.88 1.41
O 3.35 -1.32 -3.60
O -3.40 6.31 -3.83
O 1.32 4.48 2.97
O -1.22 5.15 -3.37
O -0.10 1.42 7.50
O -4.61 4.07 0.38
O 1.95 5.21 -4.33
O -0.36 -3.41 1.32
O 2.01 4.16 -1.94
O -5.08 -2.61 4.20
O -3.56 -1.30 2.64
O 4.59 0.50 -2.28
O 0.31 -6.18 3.11
O 2.90 -6.30 3.13
O -1.97 -3.57 -6.01
O 1.59 -6.05 0.93
O -3.25 4.43 -2.02
O 3.97 3.86 -3.61
O -6.07 -0.76 2.68
O 5.84 -0.60 -4.11
O 1.72 2.79 -4.11
O 1.43 -8.21 2.10
O 2.29 -4.70 -2.81
O -0.98 -2.77 -3.86
O 0.93 0.33 -0.92
O -1.71 -5.10 -4.11
O -1.33 1.40 -0.58
O 0.47 -4.29 -5.31
O -2.20 6.75 -1.65
O 5.37 -1.91 -2.08
C 2.11 -4.77 0.62
C -1.60 7.94 -2.17
C 1.45 -4.15 -3.83
C -0.79 2.70 -0.91
C 1.71 1.50 -3.47
C 1.90 6.55 -3.89
C 0.79 0.96 6.47
C 4.56 -2.67 -1.18
C -5.00 1.09 4.78
C 0.07 4.29 2.32
C -0.18 -2.99 2.66
C -4.63 2.69 0.67
C -1.68 -2.61 -7.02
C -3.46 -2.35 1.67
C -0.76 4.30 6.81
C 2.05 -0.51 -0.62
C 1.58 -9.17 3.14
C -3.99 -3.17 4.93
C -0.94 -6.77 2.72
C -0.62 0.76 2.61
C 5.80 1.11 -1.80
C 6.31 -1.67 -4.94
C -1.07 1.87 10.53
C -0.60 -2.97 -2.50
C -4.79 6.59 -3.74
C -1.16 4.54 -4.67
C -1.70 -6.43 -4.59
C 4.43 3.45 -4.90
H 1.84 -4.31 -4.83
H -0.91 2.35 11.49
H 6.87 -2.37 -4.33
H -0.57 3.64 -4.50
H -4.47 -2.70 1.39
H -1.19 -7.58 3.41
H -0.59 5.21 -5.31
H 0.39 -3.74 3.20
H 2.54 0.96 -3.93
H -0.90 -6.65 -5.30
H -4.32 4.20 -0.54
H -3.13 -2.50 4.96
H -1.33 3.41 -0.29
H -0.48 0.96 10.46
H -5.36 5.82 -4.27
H 0.60 -9.60 3.35
H -3.63 -4.08 4.45
H 5.87 2.02 -2.39
H 3.49 -2.53 -1.35
H 6.89 -1.25 -5.76
H -4.30 -3.42 5.95
H -0.86 2.94 -1.97
H -5.15 6.54 -2.71
H -0.63 -2.32 -7.05
H 1.40 -3.06 -3.70
H -1.34 7.83 -3.23
H -4.94 2.09 -0.19
H 1.95 4.71 2.29
H -2.62 -6.64 -5.15
H 0.95 1.75 5.74
H -5.31 2.48 1.50
H 3.20 -4.55 -3.08
H -1.63 -7.14 -3.77
H 5.47 -2.19 -5.39
H 4.73 -2.36 -0.15
H -1.70 -6.00 2.66
H -1.09 -2.76 3.22
H 2.28 -1.08 -1.52
H 4.68 2.39 -4.92
H -5.69 1.34 3.97
H 0.46 -2.09 2.59
H 0.26 2.79 -0.65
H -4.20 1.82 4.76
H -3.64 2.30 0.92
H 5.35 3.97 -5.15
H -0.84 -7.27 1.75
H -4.98 7.56 -4.18
H 0.86 6.84 -3.80
H 4.79 -3.73 -1.28
H 0.43 -4.50 -3.71
H 1.89 1.45 -2.40
H -0.81 4.28 2.97
H 0.17 3.35 1.77
H -1.88 -3.01 -8.01
H -2.96 -3.24 2.05
H 0.78 1.02 -3.73
H -0.58 -2.60 0.81
H 1.75 0.60 6.82
H -0.56 3.98 5.79
H 5.71 1.32 -0.74
H -0.21 -3.96 -2.27
H 1.90 -1.20 0.21
H -1.48 -2.73 -1.91
H 1.35 -4.14 0.18
H 2.00 -8.76 4.06
H -0.17 5.09 1.60
H 2.27 -9.94 2.79
H -1.64 3.72 7.12
H 2.44 6.75 -2.96
H -2.11 4.35 -5.15
H -2.32 -1.74 -6.87
H 2.40 -4.22 1.52
H -2.13 1.62 10.40
H 2.41 7.20 -4.61
H -1.21 1.67 2.75
H 0.26 0.12 6.03
H 6.69 0.49 -1.93
H -3.04 -2.02 0.73
H 0.01 0.70 3.49
H 2.91 -4.86 -0.11
H 0.24 -2.34 -2.21
H -0.70 8.24 -1.64
H -1.28 -0.11 2.60
H 2.92 0.14 -0.49
H -2.35 8.73 -2.14
H -5.53 1.25 5.72
H 3.69 3.70 -5.65
H -0.95 5.36 6.88

## Properties
* LUMO level: 0.34 eV
* calculated total energy: -178495.401 eV
* frontier orbital gap: 8.22 eV
* E_HOMO: -0.2893 Ha


Look up the calculated total energy of the third one. -178495.401 eV


Among the records above, which one has the highest calculated total energy? C6H11NO